Record 1
{
  "formula": "C2H9N3O",
  "method": "ωB97M-V with the def2-TZVPD basis set",
  "species": ["C", "N", "C", "N", "N", "H", "H", "H", "H", "H", "H", "H", "H", "H", "O"],
  "xyz": [[-0.625, 1.550, 0.998], [0.115, 0.513, 0.284], [-0.177, 0.288, -1.177], [0.548, -0.927, -1.687], [-0.456, 1.256, -1.959], [-1.677, 1.285, 1.109], [-0.031, 1.873, 1.952], [-0.509, 2.437, 0.322], [0.242, -0.409, 0.728], [1.302, -0.998, -0.987], [-0.205, -1.627, -1.707], [-0.310, 1.247, -2.941], [0.658, -2.900, 1.243], [0.784, -1.513, 2.215], [0.342, -2.074, 1.608]],
  "smiles": "[H]/N=C(\\N)NC.O",
  "e_above_lowest_kj_mol": 216.1,
  "lumo_energy_ha": 0.0174,
  "homo_lumo_gap_ev": 9.30
}

Record 2
{
  "formula": "C2H9N3OS",
  "method": "ωB97M-V with the def2-TZVPD basis set",
  "species": ["C", "C", "N", "N", "N", "O", "S", "H", "H", "H", "H", "H", "H", "H", "H", "H"],
  "xyz": [[2.941, -1.548, 0.370], [-2.868, -0.905, 0.702], [1.868, -1.058, -0.487], [0.133, 3.327, -0.176], [-1.700, -1.068, 0.418], [1.086, 0.714, 1.174], [0.903, 0.085, -0.124], [2.845, -1.148, 1.348], [3.984, -1.181, -0.034], [3.071, -2.708, 0.368], [-3.252, 0.136, 0.717], [0.667, 3.589, -1.084], [-3.574, -1.622, 1.243], [-0.849, 3.470, -0.276], [0.389, 4.161, 0.408], [-1.325, -2.017, 0.321]],
  "e_above_lowest_kj_mol": 47.3,
  "lumo_energy_ha": 0.0195,
  "homo_lumo_gap_ev": 10.17
}

Record 3
{
  "formula": "C2H9N3OS",
  "method": "ωB97M-V with the def2-TZVPD basis set",
  "species": ["C", "C", "N", "N", "N", "O", "S", "H", "H", "H", "H", "H", "H", "H", "H", "H"],
  "xyz": [[1.425, 0.718, 1.235], [-0.847, 0.787, 0.563], [-1.006, -1.874, -1.997], [0.137, -1.381, -2.595], [0.148, 0.049, 0.765], [-0.048, 1.161, -2.105], [1.028, -0.092, -1.929], [1.209, 1.771, 1.447], [1.774, 0.193, 2.169], [2.306, 0.587, 0.628], [-0.419, 1.530, -1.161], [-1.786, 0.305, 0.276], [-1.147, 1.738, 0.900], [-0.783, -2.293, -1.099], [-1.734, -1.113, -1.708], [0.169, -1.353, -3.586]],
  "smiles": "C=NC.NNSO",
  "e_above_lowest_kj_mol": 145.0,
  "lumo_energy_ha": 0.0214,
  "homo_lumo_gap_ev": 9.00
}

Record 4
{
  "formula": "C2H9N4",
  "method": "ωB97M-V with the def2-TZVPD basis set",
  "species": ["C", "C", "N", "N", "N", "N", "H", "H", "H", "H", "H", "H", "H", "H", "H"],
  "xyz": [[-0.322, 1.855, -1.151], [0.971, -2.007, 0.613], [-1.599, 1.688, -1.357], [0.365, 1.332, -0.184], [0.140, -1.061, 1.361], [-0.613, -0.219, 0.701], [0.167, 2.660, -1.748], [0.754, -1.897, -0.366], [2.104, -1.832, 0.706], [0.944, -3.042, 1.159], [-2.178, 2.203, -1.901], [1.365, 1.234, -0.179], [0.511, -0.775, 2.367], [-2.112, 1.016, -0.804], [-1.248, 0.294, 1.259]],
  "e_above_lowest_kj_mol": 395.0,
  "lumo_energy_ha": [-0.1614, -0.1614],
  "total_charge": 1,
  "homo_lumo_gap_ev": [9.22, 9.23]
}

Record 5
{
  "formula": "C2H9N4O",
  "method": "ωB97M-V with the def2-TZVPD basis set",
  "species": ["C", "C", "N", "N", "N", "N", "O", "H", "H", "H", "H", "H", "H", "H", "H", "H"],
  "xyz": [[1.371, 0.062, 0.138], [-1.753, -0.605, 1.449], [2.318, -0.709, 0.082], [1.514, 1.390, 0.089], [-0.215, -0.380, -0.320], [-0.359, 0.197, -1.658], [-1.206, 0.179, 0.391], [-1.664, -1.734, 1.260], [-2.814, -0.532, 1.367], [-1.402, -0.364, 2.458], [2.077, -1.684, -0.105], [0.438, -0.332, -2.155], [2.517, 1.461, 0.440], [-1.285, -0.175, -2.052], [0.719, 1.959, 0.272], [-0.256, 1.268, -1.656]],
  "smiles": "[H]/N=C(/N)N([NH3+])OC",
  "e_above_lowest_kj_mol": 626.9,
  "lumo_energy_ha": -0.1375,
  "total_charge": 1,
  "homo_lumo_gap_ev": 10.35
}

Record 6
{
  "formula": "C2H9N4O",
  "method": "ωB97M-V with the def2-TZVPD basis set",
  "species": ["N", "C", "N", "C", "N", "N", "O", "H", "H", "H", "H", "H", "H", "H", "H", "H"],
  "xyz": [[2.176, -0.847, -0.211], [1.556, 0.262, 0.615], [0.241, -0.088, 1.273], [-0.890, -0.265, 0.289], [-1.567, -1.651, 0.233], [-1.422, 0.690, -0.541], [-0.932, 1.943, -0.544], [2.943, -0.359, -0.766], [1.526, -1.203, -0.958], [1.529, 1.240, -0.032], [2.325, 0.474, 1.504], [0.004, 0.542, 2.069], [-2.614, -1.465, 0.212], [-1.284, -2.167, -0.630], [-2.229, 0.453, -1.188], [-1.362, 2.442, -1.325]],
  "smiles": "NCN/C(N)=[NH+]\\O",
  "e_above_lowest_kj_mol": 608.6,
  "lumo_energy_ha": -0.1909,
  "total_charge": 1,
  "homo_lumo_gap_ev": 7.96
}

Record 7
{
  "formula": "C2H9N5",
  "method": "ωB97M-V with the def2-TZVPD basis set",
  "species": ["C", "C", "N", "N", "N", "N", "N", "H", "H", "H", "H", "H", "H", "H", "H", "H"],
  "xyz": [[0.083, -0.830, 1.261], [0.796, 1.243, -0.800], [-0.396, 0.113, 1.900], [-0.053, -1.061, -0.106], [-0.148, -2.241, -0.573], [-1.313, 0.976, 1.885], [0.251, -0.049, -1.147], [0.744, -1.710, 1.698], [1.608, 1.155, -0.100], [1.145, 1.607, -1.689], [-0.015, 1.814, -0.450], [-0.475, -3.057, 0.086], [0.143, -2.559, -1.519], [-1.072, 1.610, 2.641], [-2.201, 1.055, 1.380], [0.249, -0.293, -2.104]],
  "e_above_lowest_kj_mol": 721.7,
  "lumo_energy_ha": [-0.4296, -0.4315],
  "total_charge": 2,
  "homo_lumo_gap_ev": [7.24, 7.09]
}

Record 8
{
  "formula": "C2H9N5",
  "method": "ωB97M-V with the def2-TZVPD basis set",
  "species": ["C", "C", "N", "N", "N", "N", "N", "H", "H", "H", "H", "H", "H", "H", "H", "H"],
  "xyz": [[1.270, -0.717, 0.022], [-1.814, 0.908, -0.938], [1.950, 0.217, 0.184], [-1.196, 0.006, -0.181], [0.959, -1.940, -0.202], [2.620, 1.270, 0.347], [-1.658, -0.445, 0.910], [-2.300, 0.322, -1.781], [-2.622, 1.411, -0.481], [-1.087, 1.703, -1.230], [0.075, -2.245, -0.629], [1.507, -2.711, 0.187], [2.738, 1.667, 1.285], [3.236, 1.707, -0.366], [-1.027, -0.871, 1.555], [-2.651, -0.282, 1.318]],
  "e_above_lowest_kj_mol": 491.6,
  "lumo_energy_ha": -0.3836,
  "total_charge": 2,
  "homo_lumo_gap_ev": 7.87
}

Record 9
{
  "formula": "C2H9N6",
  "method": "ωB97M-V with the def2-TZVPD basis set",
  "species": ["C", "C", "N", "N", "N", "N", "N", "N", "H", "H", "H", "H", "H", "H", "H", "H", "H"],
  "xyz": [[-1.290, -0.936, -0.609], [-0.968, -1.896, -1.631], [-1.411, -0.259, 0.306], [0.444, -2.413, -1.521], [0.764, 1.412, 0.529], [1.864, 1.683, -0.044], [-0.718, 1.575, 2.118], [0.535, 2.021, 1.645], [-1.589, -2.798, -1.470], [-0.960, -1.758, -2.763], [-0.596, 1.039, 3.024], [1.072, -1.723, -1.995], [2.061, 1.548, -0.987], [2.548, 2.220, 0.499], [-1.094, 0.525, 1.307], [-1.455, 2.281, 2.142], [0.792, -2.523, -0.551]],
  "e_above_lowest_kj_mol": 180.8,
  "lumo_energy_ha": -0.1138,
  "total_charge": 1,
  "homo_lumo_gap_ev": 10.84
}

Record 10
{
  "formula": "C2H9N6",
  "method": "ωB97M-V with the def2-TZVPD basis set",
  "species": ["C", "C", "N", "N", "N", "N", "N", "N", "H", "H", "H", "H", "H", "H", "H", "H", "H"],
  "xyz": [[-0.388, 0.029, -0.050], [-1.936, 0.784, -1.717], [-2.275, 0.790, 0.797], [-1.512, 0.636, 1.763], [-1.624, 0.482, -0.320], [-0.360, 0.175, 1.258], [2.447, -1.014, -0.528], [0.641, -0.275, 2.124], [1.402, -0.540, -0.423], [-2.555, 1.797, -1.878], [-1.115, 0.783, -2.395], [-2.624, -0.077, -2.041], [2.435, -1.749, -1.266], [3.189, -0.367, -0.723], [2.335, -1.552, 0.316], [1.516, 0.211, 1.983], [0.426, -0.112, 3.101]],
  "e_above_lowest_kj_mol": 173.2,
  "lumo_energy_ha": -0.1295,
  "total_charge": 1,
  "homo_lumo_gap_ev": 10.56
}

Record 11
{
  "formula": "C2H9NO2",
  "method": "ωB97M-V with the def2-TZVPD basis set",
  "species": ["C", "O", "H", "H", "H", "H", "N", "C", "O", "H", "H", "H", "H", "H"],
  "xyz": [[-0.948, 2.066, 1.268], [-0.717, 0.766, 1.843], [-0.584, 2.028, 0.242], [-2.013, 2.283, 1.177], [-0.368, 2.753, 1.879], [-0.978, 0.814, 2.766], [0.090, -1.681, -0.217], [0.406, -0.546, -1.037], [1.281, -0.868, -2.100], [0.936, -1.885, 0.315], [-0.559, -1.342, 0.482], [-0.511, -0.149, -1.501], [0.804, 0.396, -0.639], [0.914, -1.656, -2.517]],
  "smiles": "NCO.CO",
  "e_above_lowest_kj_mol": 62.8,
  "lumo_energy_ha": 0.0267,
  "homo_lumo_gap_ev": 10.34
}

Record 12
{
  "formula": "C2H9NO2",
  "method": "ωB97M-V with the def2-TZVPD basis set",
  "species": ["C", "C", "N", "H", "H", "H", "H", "H", "H", "H", "O", "H", "H", "O"],
  "xyz": [[0.535, 0.498, 2.490], [0.121, 0.914, 1.278], [-0.961, 0.474, 0.524], [0.563, -0.520, 2.860], [1.220, 1.171, 2.992], [0.702, 1.639, 0.712], [-1.443, -0.393, 0.714], [-1.508, 1.212, 0.132], [-3.098, -2.492, 1.147], [-3.260, -1.730, -0.155], [-2.901, -1.647, 0.735], [4.119, 0.591, -4.037], [2.970, -0.234, -3.375], [3.200, 0.281, -4.163]],
  "smiles": "C=CN.O.O",
  "e_above_lowest_kj_mol": 106.4,
  "lumo_energy_ha": 0.0226,
  "homo_lumo_gap_ev": 8.35
}

Record 13
{
  "formula": "C2H9NO2",
  "method": "ωB97M-V with the def2-TZVPD basis set",
  "species": ["C", "C", "N", "H", "H", "H", "H", "H", "H", "H", "O", "H", "H", "O"],
  "xyz": [[0.497, -0.850, 0.680], [0.736, 0.391, 0.253], [1.541, 0.638, -0.831], [1.187, -1.638, 0.359], [-0.214, -1.221, 1.386], [0.278, 1.245, 0.730], [2.065, -0.143, -1.184], [1.631, 1.443, -1.412], [-1.712, 0.883, 1.993], [-1.077, -0.218, 2.711], [-1.144, 0.724, 2.756], [-0.583, -0.827, -2.466], [-1.847, -0.012, -2.136], [-1.359, -0.414, -2.839]],
  "smiles": "C=CN.O.O",
  "e_above_lowest_kj_mol": 79.8,
  "lumo_energy_ha": 0.0249,
  "homo_lumo_gap_ev": 9.06
}

Record 14
{
  "formula": "C2H9NO3",
  "method": "ωB97M-V with the def2-TZVPD basis set",
  "species": ["O", "C", "C", "N", "H", "H", "H", "H", "H", "H", "H", "O", "H", "H", "O"],
  "xyz": [[-1.512, 0.804, 0.689], [-1.330, 0.477, -0.444], [-0.106, 1.000, -1.266], [1.144, 0.444, -0.858], [-1.937, -0.286, -0.979], [-0.297, 0.775, -2.337], [-0.129, 2.081, -1.136], [1.975, 0.694, -1.363], [1.149, -0.556, -0.740], [3.704, -3.390, 0.373], [3.260, -4.643, 1.033], [4.033, -4.242, 0.682], [-4.034, 2.501, 1.864], [-2.533, 2.310, 2.078], [-3.385, 2.033, 2.404]],
  "smiles": "NCC=O.O.O",
  "e_above_lowest_kj_mol": 218.5,
  "lumo_energy_ha": 0.0122,
  "homo_lumo_gap_ev": 9.91
}

Record 15
{
  "formula": "C2H9NO3Si",
  "method": "ωB97M-V with the def2-TZVPD basis set",
  "species": ["C", "C", "N", "O", "O", "O", "Si", "H", "H", "H", "H", "H", "H", "H", "H", "H"],
  "xyz": [[0.921, -0.957, 2.428], [-0.495, -1.434, -1.444], [0.715, 2.045, -1.282], [-1.612, 2.029, 0.125], [1.168, -0.572, 1.089], [-1.112, -0.163, -1.173], [-0.503, 1.138, -0.572], [0.305, -1.905, 2.473], [0.428, -0.154, 3.058], [1.996, -1.020, 2.844], [0.101, -1.399, -2.453], [-1.389, -2.087, -1.637], [0.040, -1.865, -0.540], [0.952, 1.652, -2.198], [0.993, 3.021, -0.978], [-2.506, 1.670, 0.260]],
  "e_above_lowest_kj_mol": 405.5,
  "lumo_energy_ha": [-0.0060, -0.0060],
  "homo_lumo_gap_ev": [7.06, 7.06]
}

Record 16
{
  "formula": "C2H9NO4",
  "method": "ωB97M-V with the def2-TZVPD basis set",
  "species": ["C", "N", "C", "O", "O", "H", "H", "H", "H", "H", "H", "H", "O", "H", "H", "O"],
  "xyz": [[-0.542, 1.569, -0.003], [0.422, 0.582, -0.436], [0.142, -0.702, -0.811], [-1.154, -0.890, -1.155], [1.003, -1.548, -0.923], [-0.670, 1.540, 1.080], [-0.598, 2.526, -0.512], [-1.519, 1.211, -0.333], [1.340, 0.903, -0.682], [-1.094, -1.685, -1.678], [0.224, 3.405, 2.601], [1.411, 2.345, 2.407], [1.164, 3.291, 2.358], [0.051, -3.437, -0.624], [0.255, -4.853, -0.793], [-0.435, -4.255, -0.496]],
  "smiles": "CNC(=O)O.O.O",
  "e_above_lowest_kj_mol": 54.4,
  "lumo_energy_ha": 0.0184,
  "homo_lumo_gap_ev": 10.75
}

Record 17
{
  "formula": "C2H9NO4",
  "method": "ωB97M-V with the def2-TZVPD basis set",
  "species": ["O", "C", "N", "C", "O", "H", "H", "H", "H", "H", "H", "H", "O", "H", "H", "O"],
  "xyz": [[1.838, 1.712, -0.232], [0.626, 1.778, -0.257], [-0.212, 0.786, 0.101], [0.214, -0.249, 1.057], [-0.045, -1.545, 0.599], [0.121, 2.693, -0.580], [-1.199, 0.937, 0.093], [1.273, -0.079, 1.231], [-0.347, -0.137, 1.986], [0.650, -1.805, -0.015], [-3.931, -0.513, 0.205], [-2.483, -0.690, 0.079], [-3.153, -0.014, -0.070], [2.289, -0.318, -0.977], [2.345, -1.317, -2.061], [2.014, -1.239, -1.158]],
  "smiles": "O=CNCO.O.O",
  "e_above_lowest_kj_mol": 42.8,
  "lumo_energy_ha": 0.0255,
  "homo_lumo_gap_ev": 10.77
}

Record 18
{
  "formula": "C2H9NO4",
  "method": "ωB97M-V with the def2-TZVPD basis set",
  "species": ["O", "C", "N", "C", "O", "H", "H", "H", "H", "H", "H", "H", "O", "H", "H", "O"],
  "xyz": [[1.103, 0.861, -1.802], [1.438, -0.044, -1.055], [0.657, -0.797, -0.245], [-0.788, -0.927, -0.345], [-1.530, -0.053, 0.473], [2.482, -0.391, -1.115], [1.124, -1.046, 0.620], [-1.052, -0.835, -1.397], [-1.027, -1.925, 0.016], [-1.780, 0.751, -0.004], [0.666, -0.200, 3.031], [1.513, -1.386, 3.393], [1.332, -0.779, 2.673], [-0.634, 1.998, -1.438], [-2.000, 2.568, -1.768], [-1.505, 2.205, -1.037]],
  "smiles": "O=CNCO.O.O",
  "e_above_lowest_kj_mol": 46.0,
  "lumo_energy_ha": 0.0233,
  "homo_lumo_gap_ev": 10.56
}

Record 19
{
  "formula": "C2H9NO4",
  "method": "ωB97M-V with the def2-TZVPD basis set",
  "species": ["O", "C", "N", "C", "O", "H", "H", "H", "H", "H", "H", "H", "O", "H", "H", "O"],
  "xyz": [[0.495, 0.901, -1.413], [-0.217, 1.087, -2.374], [-1.565, 1.197, -2.321], [-2.327, 0.971, -1.109], [-3.228, -0.095, -1.251], [0.179, 1.201, -3.389], [-2.111, 1.451, -3.123], [-2.875, 1.877, -0.877], [-1.576, 0.836, -0.327], [-2.755, -0.892, -0.978], [2.930, 1.852, 1.547], [2.075, 0.663, 1.915], [2.994, 0.903, 1.746], [3.142, -3.374, 4.121], [1.937, -4.298, 3.927], [2.903, -4.281, 3.906]],
  "smiles": "O=CNCO.O.O",
  "e_above_lowest_kj_mol": 96.1,
  "lumo_energy_ha": 0.0207,
  "homo_lumo_gap_ev": 10.80
}

Record 20
{
  "formula": "C2H9NO4",
  "method": "ωB97M-V with the def2-TZVPD basis set",
  "species": ["O", "C", "N", "C", "O", "H", "H", "H", "H", "H", "H", "H", "O", "H", "H", "O"],
  "xyz": [[0.338, -0.855, 2.198], [0.292, -1.428, 1.115], [-0.585, -1.007, 0.171], [-1.017, 0.376, 0.016], [0.007, 1.020, -0.679], [0.768, -2.400, 0.966], [-0.769, -1.646, -0.612], [-1.185, 0.805, 1.002], [-1.875, 0.391, -0.647], [0.608, 1.553, -0.147], [0.336, -1.270, -3.747], [0.580, -0.326, -2.555], [0.057, -1.075, -2.863], [0.491, 1.242, 1.899], [1.024, 2.610, 2.322], [0.929, 2.012, 1.560]],
  "e_above_lowest_kj_mol": 98.5,
  "multiplicity": 2,
  "lumo_energy_ha": [-0.1653, -0.3539],
  "total_charge": 1,
  "homo_lumo_gap_ev": [11.03, 5.88]
}